Formula: C9H14
Source: OMol25
Level of theory: ωB97M-V/def2-TZVPD

Bonds (Å) are listed after each position.
Atoms and positions in Å:
1 C -0.749 2.463 -0.704  C2 1.486, H8 1.090, H9 1.093, H10 1.089
2 C -1.061 1.037 -0.986  C1 1.486, C3 1.422, C7 1.392
3 C -2.407 0.588 -0.894  C2 1.422, C4 1.397, H11 1.083
4 C -2.611 -0.782 -1.077  C3 1.397, C5 1.390, H12 1.082
5 C -1.593 -1.667 -1.412  C4 1.390, C6 1.386, H13 1.079
6 C -0.409 -1.099 -1.858  C5 1.386, C7 1.380, H14 1.089
7 C -0.123 0.230 -1.623  C2 1.392, C6 1.380, H15 1.100
8 H -0.582 2.985 -1.647  C1 1.090
9 H 0.074 2.815 -0.078  C1 1.093
10 H -1.602 2.988 -0.277  C1 1.089
11 H -3.207 1.142 -0.418  C3 1.083
12 H -3.530 -1.247 -0.748  C4 1.082
13 H -1.786 -2.716 -1.248  C5 1.079
14 H 0.415 -1.729 -2.188  C6 1.089
15 H 0.927 0.547 -1.698  C7 1.100
16 C 2.550 -0.504 1.466  C17 1.551, H18 1.127, H19 1.102, H20 1.080
17 C 1.906 -0.970 2.799  C16 1.551, H21 1.093, H22 1.074, H23 1.094
18 H 2.151 0.437 0.991  C16 1.127
19 H 3.593 -0.152 1.513  C16 1.102
20 H 2.451 -1.244 0.686  C16 1.080
21 H 2.330 -0.365 3.605  C17 1.093
22 H 0.841 -0.837 2.836  C17 1.074
23 H 2.423 -1.921 2.961  C17 1.094

Summary:
Kohn-Sham gap: 9.85 eV
SMILES string: Cc1ccccc1.CC
E_LUMO: 0.94 eV
largest force on an atom: 2.9 eV/A
M: 122.2 g mol⁻¹
energy above the lowest of the compared OMol25 structures with the same formula, charge and spin: 1.123 eV